Below is one molecule with the formula C8H12N2O2 at a distorted geometry, with properties calculated with wB97M-V/def2-TZVPD.

**Electronic energy**: -15559.3858 eV
**LUMO energy (alpha / beta)**: -0.009 / -0.009 Ha
**HOMO energy (alpha / beta)**: -0.280 / -0.280 Ha
**Kohn-Sham gap (alpha / beta)**: 7.381 / 7.383 eV
**Energy relative to the best compared isomer or geometry (same formula, charge and spin)**: 173.5 kcal per mole

Geometry as ORCA input:
```
! RIJCOSX wB97M-V def2-TZVPD def2/J DEFGRID3
* xyz 0 1
C -0.1741 -1.0228 -1.3511
C -0.6182 0.4099 -1.4501
C -1.7345 -0.9846 0.6245
C -0.3634 -1.5937 0.0781
C -0.8849 0.2013 1.1135
C 0.3664 -0.6687 1.1531
C 1.4325 0.3370 0.7367
C -0.5790 1.0347 -0.0763
N -0.5961 2.3881 -0.0156
N 2.6407 -0.0001 0.2358
O 2.8568 -1.2000 -0.1457
O 3.4804 0.8389 0.0479
H -0.8254 -1.5792 -1.9657
H 0.8898 -1.1464 -1.6225
H -0.0301 0.9920 -2.2872
H -1.6509 0.5140 -1.9573
H -2.3174 -0.6942 -0.2248
H -2.2448 -1.6554 1.3033
H -0.0035 -2.6821 0.1327
H -1.0315 0.6891 2.0771
H 0.8333 -1.1686 1.9898
H 1.4433 1.1796 1.3909
H -0.6920 2.8386 0.8616
H -0.1973 2.9725 -0.6485
*
```

Which charges does Mulliken predict for the atoms? In e, they are: C -0.9495; C -1.0591; C -1.0363; C -0.0458; C -0.2029; C -0.1092; C -0.9571; C 0.5719; N -0.4214; N 0.9796; O -0.6487; O -0.6858; H 0.4647; H 0.4057; H 0.3541; H 0.3756; H 0.3369; H 0.3275; H 0.4091; H 0.5353; H 0.5446; H 0.3839; H 0.2388; H 0.1879